{
  "formula": "C8H13BF2NO6",
  "method": "wB97M-V/def2-TZVPD",
  "species": ["C", "C", "C", "C", "N", "C", "O", "C", "O", "H", "H", "H", "H", "H", "H", "H", "H", "H", "H", "H", "H", "H", "B", "O", "C", "O", "C", "O", "O", "F", "F"],
  "coordinates": [[-0.2602, 1.4800, -1.3429], [0.5005, 0.2365, -0.9590], [1.9912, 0.3172, -1.1770], [2.6585, -1.0345, -0.8379], [3.7411, -0.9166, 0.1535], [3.2478, -0.9358, 1.5100], [2.6548, 0.3238, 1.8342], [3.2959, 0.9983, 2.8149], [4.1525, 1.7417, 2.6258], [-0.2367, 1.6855, -2.4085], [0.1583, 2.3445, -0.8353], [-1.2923, 1.3646, -1.0659], [0.1263, -0.6009, -1.5372], [0.2815, -0.0086, 0.0716], [2.2154, 0.5192, -2.2189], [2.4605, 1.0839, -0.5841], [1.8567, -1.6849, -0.4903], [3.0949, -1.4654, -1.7230], [4.2924, -1.7656, 0.0708], [4.1048, -1.1091, 2.1514], [2.5140, -1.7202, 1.6699], [2.8959, 0.8140, 3.8177], [-6.0778, -0.5633, -0.0679], [-5.0814, -0.9476, -1.1110], [-3.9490, -0.3161, -0.8740], [-2.9411, -0.4056, -1.5285], [-4.1227, 0.5470, 0.3678], [-3.2755, 1.2511, 0.8551], [-5.3526, 0.3932, 0.8186], [-6.4784, -1.6818, 0.6525], [-7.1753, 0.0554, -0.6525]],
  "forces_ev_per_angstrom": [[0.1, 0.2, 0.0], [-0.1, 0.1, -0.4], [0.4, -0.8, -0.1], [-0.1, 0.9, 0.3], [-0.3, -0.6, 0.1], [0.5, 0.3, -0.5], [-0.5, -0.6, 0.0], [-2.7, -2.0, 0.7], [3.3, 2.8, -0.6], [0.2, -0.1, -0.3], [0.0, 0.2, 0.1], [-0.5, 0.1, 0.2], [-0.2, -0.3, -0.2], [0.0, 0.0, 0.5], [-0.1, 0.3, -0.3], [0.1, 0.4, 0.2], [0.0, -0.5, 0.2], [0.1, -0.3, -0.4], [0.3, 0.2, 0.0], [0.2, -0.1, 0.3], [-0.5, -0.1, 0.1], [-0.3, -0.2, 0.2], [-0.7, -0.2, 0.1], [0.4, 0.3, 0.2], [0.0, -0.6, -0.8], [0.0, 0.0, 0.1], [-0.2, 0.5, 0.9], [0.0, -0.1, -0.1], [0.4, 0.0, -0.2], [0.1, 0.0, 0.0], [0.1, 0.0, 0.0]],
  "multiplicity": 1,
  "lumo_energy_ev": 2.53,
  "e_tot_ev": -28401.0179,
  "orbital_gap_ev": 9.02,
  "total_charge": -1
}